Record 1
# C42H37ClN2O8SbY

A structure of composition C42H37ClN2O8SbY (ωB97M-V with the def2-TZVPD basis set, OMol25).

Atoms and positions in Å:
Y: 0.19440 0.05567 0.26780
O: -3.39103 -5.06002 -3.04757
C: -2.49898 -5.29918 -1.97011
C: -2.20317 -3.99579 -1.28175
C: -1.58508 -4.01454 -0.03579
C: -1.25696 -2.81488 0.56001
N: -1.47460 -1.64365 -0.03912
C: -2.09392 -1.62301 -1.22124
C: -2.49543 -2.77131 -1.87253
C: -2.25437 -0.25381 -1.82476
C: -3.47845 0.21652 -2.25184
C: -3.56820 1.52024 -2.70667
C: -4.91286 2.12731 -3.03234
O: -5.97075 1.49174 -2.33471
C: -2.40213 2.26731 -2.80676
C: -1.22042 1.71086 -2.37382
N: -1.13751 0.48075 -1.85456
H: -3.60302 -5.90093 -3.46433
H: -1.55576 -5.72541 -2.32408
H: -2.92285 -5.99705 -1.24417
H: -1.36522 -4.94656 0.47112
H: -0.80919 -2.76011 1.54594
H: -2.99603 -2.71672 -2.82812
H: -4.36400 -0.39736 -2.16250
H: -5.13128 2.01384 -4.09341
H: -4.87794 3.19877 -2.82480
H: -5.81306 1.61536 -1.39032
H: -2.41543 3.28986 -3.16430
H: -0.29462 2.27071 -2.40582
Cl: 4.02201 -6.62676 0.32106
C: 3.35111 -5.01713 0.46458
C: 3.54024 -4.29100 1.64975
C: 3.02754 -3.02119 1.79281
C: 2.30544 -2.41701 0.74464
O: 1.83906 -1.20860 0.85443
C: 2.11817 -3.16372 -0.42842
C: 1.39011 -2.62359 -1.57448
O: 0.88105 -1.51590 -1.65775
C: 2.64131 -4.45911 -0.56071
H: 4.09969 -4.74244 2.46061
H: 3.16670 -2.46115 2.70919
H: 1.31853 -3.29674 -2.44802
H: 2.48665 -5.01138 -1.48233
O: -2.28584 0.80992 3.41818
C: -1.62246 0.68959 2.42614
O: -0.58263 -0.11601 2.23201
C: -1.93219 1.53086 1.13092
O: -3.05369 1.72465 0.73308
O: -0.80061 1.89375 0.51214
C: 4.29950 4.80886 1.54064
C: 4.31304 4.64224 0.03770
C: 5.02108 5.59920 -0.70100
C: 5.14716 5.52912 -2.07610
C: 4.56299 4.47522 -2.76752
C: 3.84878 3.51981 -2.06134
C: 3.70609 3.58916 -0.66229
Sb: 2.61451 1.92501 0.02732
C: 2.05468 2.13741 2.08508
C: 2.41105 1.16290 3.01302
C: 1.95847 1.22676 4.32438
C: 1.12802 2.26471 4.70318
C: 0.76006 3.23815 3.77901
C: 1.20537 3.19784 2.46521
C: 0.74442 4.26398 1.50122
C: 4.30002 0.65104 0.03747
C: 4.26611 -0.35213 -0.93362
C: 5.30564 -1.26787 -1.06640
C: 6.39130 -1.18614 -0.20918
C: 6.44250 -0.17624 0.74424
C: 5.42096 0.76466 0.87445
C: 5.59506 1.88880 1.86330
H: 5.31372 4.99649 1.90140
H: 3.91698 3.93884 2.07056
H: 3.68909 5.66523 1.83554
H: 5.49624 6.41466 -0.16413
H: 5.70868 6.28882 -2.60653
H: 4.65819 4.39715 -3.84331
H: 3.39665 2.70503 -2.61977
H: 3.03672 0.33215 2.70211
H: 2.23475 0.45594 5.03191
H: 0.75222 2.32020 5.71738
H: 0.09490 4.03931 4.08206
H: 0.48319 5.17887 2.03540
H: -0.13372 3.92452 0.94884
H: 1.50499 4.52970 0.76973
H: 3.40590 -0.43845 -1.58967
H: 5.25729 -2.04354 -1.82159
H: 7.20299 -1.90040 -0.28224
H: 7.30183 -0.10450 1.40220
H: 6.42473 1.68534 2.54061
H: 4.70454 2.06262 2.46833
H: 5.81688 2.82384 1.34085

The calculation puts the energy above the lowest of the compared OMol25 structures with the same formula, charge and spin at 23.4 kcal/mol. The calculation puts the gap between HOMO and LUMO at 7.936 eV. The total charge is 0. The total energy comes out at -3073.080996 a.u.

***

Record 2
# C2H3N2O3

The ion C2H3N2O3 with charge -1 (ωB97M-V with the def2-TZVPD basis set, OMol25).

Atoms and positions in Å:
O: 3.70663 0.06710 0.89937
N: 2.49737 0.45552 1.09631
N: 1.61722 -0.18332 0.47190
C: 0.24049 -0.06439 0.22821
C: -0.44715 1.09555 0.29733
O: -0.16150 2.25985 0.65980
O: -1.74509 0.91207 -0.27018
H: 1.81466 -0.96446 -0.13016
H: -0.19112 -0.93107 0.00148
H: -2.36519 1.69917 -0.28175

The calculation puts the energy above the lowest of the compared OMol25 structures with the same formula, charge and spin at 85.7 kcal/mol. The calculation puts the gap between HOMO and LUMO at 6.782 eV. The total charge is -1. The total energy comes out at -413.184520 a.u. As for the structure (SMILES): O=NN/C=C(\[O-])O.

***

Record 3
# C3H9NS

An isolated molecule of C3H9NS (ωB97M-V with the def2-TZVPD basis set, OMol25).

Atoms and positions in Å:
C: 1.98602 0.77334 0.50243
N: 0.78711 0.50606 -0.24473
C: -0.34655 -0.06603 0.45213
C: -1.16698 -0.96034 -0.46566
S: -2.38462 -0.21268 -1.57278
H: 2.75659 1.01897 -0.22363
H: 2.34376 -0.05385 1.11230
H: 1.93982 1.70742 1.07387
H: 0.85586 0.35020 -1.23361
H: -0.16116 -0.53707 1.42065
H: -0.99185 0.78380 0.67599
H: -0.59062 -1.70922 -1.02247
H: -1.72758 -1.65627 0.16267
H: -3.29980 0.05569 -0.63715

The calculation puts the energy above the lowest of the compared OMol25 structures with the same formula, charge and spin at 22.1 kcal/mol. The calculation puts the gap between HOMO and LUMO at 9.283 eV. The total charge is 0. The total energy comes out at -572.604876 a.u. As for the structure (SMILES): CNCCS.

***

Record 4
# C2H2N2O2S

An isolated molecule of C2H2N2O2S (ωB97M-V with the def2-TZVPD basis set, OMol25).

Atoms and positions in Å:
O: -1.80900 -0.86911 -1.90941
C: -1.13244 -0.43489 -1.03648
O: 0.18557 -0.80514 -0.92142
N: 0.70942 -0.66861 0.38775
C: 0.74174 0.63319 0.86896
N: -0.25037 1.44462 0.79292
S: -1.67249 0.85839 0.06110
H: 1.60260 -1.10536 0.34465
H: 1.62497 0.94691 1.41192

The calculation puts the energy above the lowest of the compared OMol25 structures with the same formula, charge and spin at 40.4 kcal/mol. The calculation puts the gap between HOMO and LUMO at 9.928 eV. The total charge is 0. The total energy comes out at -735.522836 a.u. As for the structure (SMILES): O=C1ONC=NS1.

***

Record 5
# C25H39BrN2O24S6

A cluster of 7 separate species, C25H39BrN2O24S6 in total (ωB97M-V with the def2-TZVPD basis set, OMol25).

Atoms and positions in Å:
Br: -7.68923 -0.71030 4.78663
C: -6.17187 0.19510 3.76794
C: -6.80642 1.44150 2.90132
C: -6.61046 1.13888 1.26899
N: -5.16224 1.58032 0.97037
C: -4.01088 0.60611 1.17573
C: -2.43358 1.05448 0.91347
C: -2.14845 2.59562 0.43277
C: -0.65294 3.20377 0.14668
C: 0.54489 2.46112 -0.71427
C: 1.97462 3.26051 -0.92714
N: 2.29038 4.64423 -0.39552
C: 1.22219 5.36285 0.44628
C: -0.26572 4.70846 0.76501
C: -3.48139 3.56715 0.20145
C: -5.00397 3.01667 0.49088
H: -5.65996 -0.63654 3.12079
H: -5.34183 0.61912 4.50577
H: -7.90836 1.72215 3.18501
H: -6.12777 2.39221 3.14565
H: -6.75082 -0.02268 1.08025
H: -7.37128 1.78470 0.62258
H: -4.17798 -0.49952 1.52782
H: -1.58150 0.26231 1.11759
H: 0.31123 1.39087 -1.16848
H: 2.80778 2.72079 -1.54996
H: 3.19939 5.16778 -0.55790
H: 1.47320 6.44853 0.86112
H: -1.08984 5.23429 1.40856
H: -3.39763 4.70425 -0.14967
H: -5.96559 3.70079 0.34124
C: 1.12388 1.45271 -5.92236
C: 2.41253 1.87218 -5.22011
O: 2.23437 1.49496 -3.85675
S: 1.30611 0.15522 -3.79465
O: 2.17754 -0.99218 -3.67134
O: 0.20227 0.40535 -2.89722
O: 0.75223 0.21070 -5.32698
H: 0.32105 2.17338 -5.73624
H: 1.26139 1.33280 -7.00031
H: 2.60111 2.94527 -5.30183
H: 3.27310 1.32072 -5.61336
C: 7.12182 0.54376 -4.51974
C: 6.99371 -0.71336 -5.37586
O: 6.09285 -0.36129 -6.42337
S: 6.27835 1.22122 -6.77217
O: 7.15645 1.33128 -7.91583
O: 4.98318 1.85767 -6.71009
O: 7.12373 1.63343 -5.44051
H: 6.25791 0.65916 -3.85725
H: 8.03875 0.54606 -3.92434
H: 6.61197 -1.56603 -4.80929
H: 7.95349 -0.97958 -5.83115
C: 3.45063 1.71199 2.14636
C: 3.40017 0.30797 2.74292
O: 4.24396 -0.48252 1.90869
S: 5.45239 0.45312 1.33887
O: 6.61449 0.24777 2.17462
O: 5.48592 0.33012 -0.09993
O: 4.79979 1.89732 1.72138
H: 2.80283 1.79022 1.26727
H: 3.17087 2.47953 2.87291
H: 2.38671 -0.09978 2.76325
H: 3.81791 0.29465 3.75517
C: -6.89694 -4.31830 2.55577
C: -6.90014 -4.44380 4.07694
O: -5.95353 -5.46925 4.36878
S: -4.76987 -5.43248 3.24716
O: -3.65703 -4.68537 3.78990
O: -4.63047 -6.75630 2.68640
O: -5.53612 -4.48713 2.16223
H: -7.48676 -5.11624 2.09323
H: -7.27315 -3.34797 2.22082
H: -7.88513 -4.70469 4.47128
H: -6.55253 -3.51898 4.54939
C: -3.61130 -1.49908 -4.05792
C: -3.62798 -0.18753 -3.27736
O: -4.80516 -0.24567 -2.47508
S: -5.09287 -1.79877 -2.06820
O: -4.55778 -2.02483 -0.74393
O: -6.45226 -2.12257 -2.43372
O: -4.08615 -2.49012 -3.14823
H: -4.29919 -1.46016 -4.90872
H: -2.60947 -1.75572 -4.41253
H: -3.65049 0.68671 -3.93232
H: -2.76525 -0.11722 -2.60648
C: 6.63780 -3.34262 4.26166
C: 6.62112 -2.03107 5.04222
O: 5.44394 -2.08921 5.84450
S: 5.15624 -3.64230 6.25138
O: 5.69132 -3.86836 7.57565
O: 3.79684 -3.96611 5.88586
O: 6.16295 -4.33366 5.17136
H: 5.94991 -3.30370 3.41087
H: 7.63963 -3.59926 3.90705
H: 6.59861 -1.15683 4.38726
H: 7.48385 -1.96076 5.71310

The calculation puts the gap between HOMO and LUMO at 5.331 eV. The total charge is +2. The total energy comes out at -7853.144578 a.u.

***

Record 6
# C4H10O2

A cluster of 2 separate species, C4H10O2 in total (ωB97M-V with the def2-TZVPD basis set, OMol25).

Atoms and positions in Å:
C: -1.77619 1.02968 -0.53917
C: 1.20523 -1.45393 0.52325
C: -1.08308 0.35133 0.65001
C: 0.93735 -0.02659 0.04146
O: 1.73897 0.99827 0.49426
O: 0.90768 -0.05498 -1.35773
H: -2.02939 0.25710 -1.24182
H: -1.04314 1.76304 -1.08316
H: -2.75206 1.62321 -0.42301
H: 2.22185 -1.79460 0.44799
H: 0.46609 -2.24038 0.16377
H: 1.01055 -1.63176 1.55937
H: -0.80988 0.94368 1.50726
H: -1.34209 -0.72963 1.06238
H: 1.61106 1.89341 -0.01468
H: 0.73704 -0.92787 -1.79018

The calculation puts the energy above the lowest of the compared OMol25 structures with the same formula, charge and spin at 74.7 kcal/mol. The calculation puts the gap between HOMO and LUMO at 8.741 eV. The total charge is 0. The total energy comes out at -308.779103 a.u.

***

Number 1: HOMO level -8.18 eV. Number 2: HOMO level -2.85 eV. Number 3: HOMO level -8.26 eV. Number 4: HOMO level -9.46 eV. Number 5: HOMO level -13.74 eV. Number 6: HOMO level -8.02 eV.